# 1
Entry from the Open Molecules 2025 dataset: a structure of composition C16H44AgGeN5Si2Te (ωB97M-V with the def2-TZVPD basis set).

Properties
**Electronic energy**: -3980.74614 Ha
**HOMO-LUMO gap**: 6.87 eV
**ΔE to the lowest compared entry with this formula, charge and spin**: 22.3 kJ/mol
**Max |F|**: 0.239 eV Å⁻¹
**Spin multiplicity**: 1

Each line ends with the Löwdin charge.
CARTESIAN COORDINATES (ANGSTROEM)
Ag (-0.8471, -1.4917, -0.4995)  0.55
C (3.9900, -1.2577, -1.8192)  -0.07
N (3.6873, -1.7836, -0.5045)  -0.16
C (4.7451, -1.5898, 0.4792)  -0.06
C (2.3641, -1.8873, -0.1408)  -0.47
N (1.3773, -1.4324, -0.8146)  0.07
N (2.1650, -2.6438, 1.0068)  0.13
C (1.1341, -2.5113, 1.9383)  -0.54
N (1.1156, -3.6035, 2.8036)  0.13
N (0.3962, -1.4792, 1.9737)  0.12
H (5.0305, -1.4804, -2.0499)  0.09
H (3.8531, -0.1701, -1.8773)  0.09
H (3.3657, -1.7370, -2.5722)  0.10
H (5.5520, -2.3080, 0.3202)  0.09
H (4.3613, -1.6973, 1.4894)  0.08
H (5.1589, -0.5810, 0.3966)  0.08
H (1.6745, -0.8166, -1.5591)  0.04
H (2.8995, -3.2822, 1.2528)  0.14
H (1.1785, -4.4955, 2.3301)  0.10
H (0.3230, -3.5911, 3.4285)  0.09
H (-0.3406, -1.5877, 2.6648)  0.04
C (-2.1994, -4.2737, 1.6724)  -0.24
Ge (-3.3596, -2.7428, 1.2162)  0.66
C (-5.2035, -3.4231, 1.4083)  -0.24
C (-3.1357, -1.3614, 2.6104)  -0.24
C (-2.9100, -2.0091, -0.5030)  -0.48
H (-2.3144, -4.5508, 2.7234)  0.01
H (-1.1552, -4.0318, 1.4716)  -0.03
H (-2.4600, -5.1428, 1.0659)  0.01
H (-5.3732, -3.8548, 2.3966)  0.01
H (-5.4041, -4.1915, 0.6602)  0.01
H (-5.9216, -2.6149, 1.2606)  0.01
H (-2.8908, -1.8004, 3.5814)  0.01
H (-4.0637, -0.8004, 2.7333)  0.01
H (-2.3573, -0.6483, 2.3356)  -0.03
H (-3.5279, -1.1252, -0.6887)  -0.06
H (-3.1081, -2.7229, -1.3065)  -0.06
C (-0.1913, 2.5402, -3.4982)  -0.20
Si (-1.9903, 2.3675, -2.9969)  0.38
C (-2.9960, 3.6629, -3.9111)  -0.19
C (-2.6138, 0.6647, -3.4332)  -0.18
C (-2.1875, 2.6569, -1.1489)  -0.60
Te (-0.8083, 1.5512, 0.0744)  1.16
C (0.8189, 2.9275, -0.2183)  -0.60
Si (2.0799, 2.8830, 1.1710)  0.37
C (2.7842, 1.1493, 1.2506)  -0.18
C (1.3022, 3.3557, 2.8024)  -0.19
C (3.4536, 4.0889, 0.7459)  -0.19
H (-0.0934, 2.4292, -4.5807)  0.03
H (0.4193, 1.7670, -3.0264)  0.01
H (0.2181, 3.5144, -3.2231)  0.03
H (-2.9287, 3.5191, -4.9919)  0.03
H (-2.6449, 4.6726, -3.6871)  0.03
H (-4.0512, 3.6076, -3.6351)  0.03
H (-2.4371, 0.4499, -4.4900)  0.03
H (-3.6886, 0.5839, -3.2548)  0.04
H (-2.1272, -0.1146, -2.8417)  -0.01
H (-3.1835, 2.3531, -0.8187)  0.00
H (-2.0660, 3.7018, -0.8586)  0.00
H (0.3629, 3.9159, -0.3091)  0.01
H (1.3059, 2.7057, -1.1692)  -0.01
H (2.0076, 0.4016, 1.4304)  0.00
H (3.5357, 1.0554, 2.0390)  0.04
H (3.2653, 0.9116, 0.2963)  0.02
H (0.4940, 2.6726, 3.0669)  0.02
H (0.8893, 4.3661, 2.7658)  0.03
H (2.0471, 3.3289, 3.6010)  0.03
H (3.9132, 3.8377, -0.2127)  0.03
H (4.2399, 4.0842, 1.5041)  0.03
H (3.0713, 5.1092, 0.6726)  0.03



# 2
Entry from the Open Molecules 2025 dataset: a structure of composition C16H44N4O8SSr at a distorted geometry (ωB97M-V with the def2-TZVPD basis set).

Properties
**Electronic energy**: -1885.62077 Ha
**HOMO-LUMO gap (spin up / spin down)**: 9.53 / 8.22 eV
**Max |F|**: 4.690 eV Å⁻¹
**Total charge**: +1
**Spin multiplicity**: 2

Each line ends with the Löwdin charge.
CARTESIAN COORDINATES (ANGSTROEM)
Sr (0.2315, -0.6363, -0.2314)  1.48
S (-0.5114, -1.7279, -3.8228)  0.20
O (-1.7610, -1.2749, -4.3467)  -0.15
O (0.1913, -0.7063, -4.5838)  -0.16
O (-0.3704, -1.4755, -2.3956)  -0.50
O (-0.2487, -3.0848, -4.2347)  -0.26
C (3.7297, 0.3621, -2.6441)  -0.07
C (2.6092, -0.2778, -1.8839)  -0.44
C (3.0082, -1.8158, -1.7455)  -0.13
O (2.1497, -2.3943, -0.7603)  -0.32
C (2.4430, -3.7808, -0.6193)  -0.05
N (2.5979, 0.3963, -0.5998)  -0.04
H (3.7465, 1.4496, -2.7154)  0.08
H (3.7974, -0.0556, -3.6486)  0.10
H (4.7153, 0.2117, -2.2035)  0.09
H (1.6425, 0.0219, -2.2885)  0.09
H (3.9964, -1.8218, -1.2856)  0.13
H (3.0108, -2.3576, -2.6913)  0.15
H (1.8066, -4.1851, 0.1678)  0.09
H (3.4867, -3.7564, -0.3058)  0.10
H (2.2971, -4.3077, -1.5622)  0.11
H (2.7073, 1.3974, -0.6766)  0.08
H (3.3819, 0.0690, -0.0535)  0.09
C (-2.1066, 1.8696, 3.0826)  -0.03
C (-1.8839, 0.6206, 2.1998)  -0.37
C (-2.9905, 0.3571, 1.2157)  -0.20
O (-2.4902, -0.4863, 0.2319)  -0.29
C (-3.1450, -0.4825, -1.1201)  0.01
N (-0.6492, 1.0652, 1.5320)  -0.05
H (-2.1719, 2.8071, 2.5304)  0.06
H (-1.3834, 2.0622, 3.8750)  0.09
H (-3.1035, 1.7912, 3.5165)  0.09
H (-1.6740, -0.3273, 2.6952)  0.13
H (-3.1884, 1.3071, 0.7191)  0.13
H (-3.8843, -0.0974, 1.6432)  0.15
H (-2.9049, 0.4964, -1.5351)  0.08
H (-4.1967, -0.7687, -1.1338)  0.11
H (-2.6470, -1.2239, -1.7449)  0.06
H (-0.0699, 1.5109, 2.2291)  0.08
H (-1.0781, 1.8828, 1.1227)  0.04
C (1.1055, 3.3579, -2.2482)  -0.03
C (0.0371, 2.9934, -1.1882)  -0.41
C (-1.0543, 4.1126, -1.2212)  -0.15
O (-1.9366, 3.6089, -0.2238)  -0.23
C (-2.5430, 4.6510, 0.4965)  -0.10
N (-0.5328, 1.6928, -1.4453)  0.02
H (0.7202, 3.3419, -3.2677)  0.10
H (1.9075, 2.6221, -2.3075)  0.04
H (1.5703, 4.3224, -2.0439)  0.09
H (0.4589, 3.0102, -0.1833)  0.13
H (-1.5446, 4.2709, -2.1818)  0.14
H (-0.5664, 5.0031, -0.8249)  0.13
H (-1.9168, 5.4205, 0.9479)  0.10
H (-3.0043, 4.2469, 1.3976)  0.07
H (-3.3293, 5.1214, -0.0939)  0.10
H (-0.7777, 1.7966, -2.4196)  0.10
H (-1.4662, 1.7405, -1.0624)  0.04
C (1.4455, -2.3494, 4.2882)  -0.01
C (1.1917, -2.4867, 2.6959)  -0.39
C (-0.2502, -2.8983, 2.4657)  -0.19
O (-0.6001, -2.8523, 1.0978)  -0.27
C (-1.7503, -3.4743, 0.6511)  -0.09
N (1.4458, -1.2113, 2.1554)  -0.02
H (0.9240, -1.5155, 4.7579)  0.07
H (2.4760, -2.1306, 4.5680)  0.08
H (0.9012, -3.2328, 4.6219)  0.08
H (1.8558, -3.1378, 2.1274)  0.14
H (-0.9008, -2.2352, 3.0359)  0.12
H (-0.5338, -3.8304, 2.9544)  0.14
H (-2.5546, -3.0972, 1.2828)  0.10
H (-1.7116, -4.5600, 0.7396)  0.10
H (-2.0059, -3.2568, -0.3859)  0.10
H (1.4038, -0.4944, 2.8657)  0.08
H (2.4463, -1.1836, 2.0201)  0.09



# 3
Entry from the Open Molecules 2025 dataset: a cluster of 6 separate species, C16H44O8 in total at a distorted geometry (ωB97M-V with the def2-TZVPD basis set).

Properties
**Electronic energy**: -1237.54093 Ha
**SMILES**: CC(C)O.CC(C)O.CC(C)O.CC(C)O.OCCO.OCCO
**HOMO-LUMO gap**: 9.55 eV
**ΔE to the lowest compared entry with this formula, charge and spin**: 904.3 kJ/mol
**Max |F|**: 12.383 eV Å⁻¹
**Spin multiplicity**: 1

Each line ends with the Löwdin charge.
CARTESIAN COORDINATES (ANGSTROEM)
C (13.9450, 12.5640, 36.7450)  -0.29
C (13.6540, 11.2760, 37.5330)  -0.35
O (13.3540, 10.2160, 36.7860)  -0.07
O (14.7870, 13.4980, 37.4110)  -0.13
H (13.1750, 12.9800, 36.2700)  0.05
H (14.5610, 12.0750, 35.7720)  0.15
H (12.8800, 11.5830, 38.2760)  0.11
H (14.7210, 11.2760, 38.1940)  0.18
H (12.5580, 10.6340, 36.3190)  0.09
H (14.9430, 14.2880, 36.6710)  0.12
C (14.9820, 17.3320, 33.9260)  -0.14
C (14.2950, 16.6840, 35.2230)  -0.15
O (15.2170, 15.6330, 35.6170)  -0.11
O (13.9100, 18.2000, 33.3850)  -0.01
H (14.9690, 16.5410, 33.2120)  0.11
H (15.8080, 17.9900, 34.1860)  0.13
H (13.3690, 16.2560, 34.9750)  0.10
H (14.3370, 17.5570, 35.9830)  0.15
H (15.9670, 15.7390, 35.0280)  0.08
H (14.2470, 18.6510, 32.7900)  -0.07
C (9.5840, 9.7130, 36.5230)  0.01
C (9.8620, 10.2880, 35.1540)  -0.44
C (9.0030, 11.4230, 34.7590)  -0.06
O (11.2030, 10.7550, 35.0670)  0.00
H (10.1190, 8.7940, 36.5700)  0.08
H (8.7180, 9.3510, 36.4510)  0.01
H (9.8360, 10.1920, 37.3680)  0.06
H (9.4980, 9.5400, 34.4000)  0.15
H (8.0150, 10.9520, 34.7400)  0.09
H (8.8870, 11.9120, 33.8290)  0.08
H (9.0020, 12.0800, 35.5570)  0.04
H (11.4510, 10.8020, 34.2290)  0.03
C (9.9020, 14.0100, 37.7300)  -0.08
C (10.4030, 15.0360, 38.7920)  -0.39
C (11.6750, 15.6730, 38.0670)  -0.02
O (9.3990, 16.0110, 38.9620)  0.02
H (9.6580, 14.2870, 36.7110)  0.06
H (8.9520, 13.4510, 38.0710)  0.09
H (10.5890, 13.0020, 37.5760)  0.11
H (10.5390, 14.5970, 39.6460)  0.08
H (12.3770, 15.0220, 37.6670)  0.03
H (12.2040, 16.2630, 38.8340)  0.10
H (11.3030, 16.1540, 37.2630)  0.03
H (9.3400, 16.6600, 38.3970)  0.00
C (16.9240, 13.1340, 32.8050)  -0.07
C (16.2090, 11.9250, 32.2460)  -0.46
C (16.0840, 10.7540, 33.2650)  -0.06
O (14.8740, 12.3490, 31.9700)  -0.05
H (17.3310, 13.8650, 32.1500)  0.05
H (17.9480, 12.9690, 33.3890)  0.12
H (16.3090, 13.4460, 33.6050)  0.05
H (16.5460, 11.5610, 31.3080)  0.12
H (17.0280, 10.3190, 33.6670)  0.08
H (15.6550, 9.8630, 32.7970)  0.05
H (15.2520, 10.7190, 34.1490)  0.11
H (14.8340, 12.9680, 31.2960)  0.04
C (13.2190, 5.2270, 35.8420)  -0.04
C (12.7660, 6.6160, 35.4370)  -0.56
C (11.5700, 6.5850, 34.4920)  -0.05
O (12.4570, 7.2590, 36.5440)  -0.03
H (13.6280, 4.6760, 35.0870)  0.04
H (12.2940, 4.8170, 36.2740)  0.10
H (13.9740, 5.1250, 36.5780)  0.07
H (13.6510, 7.2560, 35.0020)  0.17
H (10.6860, 5.9840, 34.7270)  0.09
H (11.6770, 5.8340, 33.7380)  0.06
H (11.5630, 7.4830, 33.9570)  0.05
H (12.7250, 8.1920, 36.5530)  0.07